# 1
{"formula": "C14H16N2O3S", "method": "ωB97M-V with the def2-TZVPD basis set", "charge": 0, "e_above_lowest_ev": 12.036, "homo_energy_ev": -7.6652, "total_energy_ev": -34725.3658, "mol_weight_g_mol": 292.36, "gap_ev": 7.9, "lumo_energy_ev": 0.205, "symbols": ["N", "C", "C", "C", "N", "C", "O", "C", "H", "H", "C", "H", "C", "O", "O", "H", "H", "H", "S", "C", "C", "C", "H", "C", "C", "C", "H", "H", "C", "H", "H", "H", "H", "H", "H", "H"], "coordinates": [[1.27898, 2.31674, 1.66251], [0.34537, 1.65887, 1.29651], [-0.58200, 0.70989, 0.62730], [-0.18805, 0.31852, -0.59535], [0.88687, 0.91420, -1.34129], [1.48509, -0.03181, -2.40313], [0.96596, -1.04759, -2.77574], [2.70801, 0.52539, -3.02860], [2.93047, 0.09165, -4.02594], [2.73057, 1.55021, -2.95482], [3.83845, -0.16925, -2.16272], [4.82601, 0.38265, -2.49698], [3.64146, 0.58845, -0.45535], [3.64060, -0.41139, 0.35440], [3.40447, 1.83571, -0.50162], [3.40961, 1.91245, 0.51970], [3.92791, -1.09963, -1.82503], [1.52753, 1.45783, -1.02842], [-1.40052, -0.94349, -1.18758], [-2.06512, -0.87666, 0.38639], [-1.55226, 0.23918, 1.16095], [-1.91428, 0.38188, 2.52016], [-1.73323, 1.45972, 2.71181], [-3.46216, 0.29342, 2.70638], [-4.22115, -0.86407, 2.73053], [-3.50395, -2.05909, 2.11595], [-3.96606, -2.85058, 2.31978], [-2.51802, -2.34084, 2.35446], [-3.18059, -1.69596, 0.66440], [-4.21315, -1.17979, 0.38317], [-3.25741, -2.55491, -0.09360], [-5.16938, -0.85738, 2.75417], [-3.93084, -1.26284, 4.00793], [-3.85207, 1.18800, 3.59450], [-3.96073, 0.87967, 1.81720], [-1.66373, -0.24177, 3.22153]], "forces_ev_per_angstrom": [[-4.1, -2.7, -1.5], [3.8, 2.1, 0.8], [12.5, 7.9, -4.2], [0.8, -0.5, -3.5], [-5.6, -8.8, -5.3], [-2.0, 2.0, 0.3], [-0.3, 0.2, 0.8], [1.5, -4.8, 0.5], [-1.0, 0.7, 0.3], [0.5, 2.3, 0.0], [1.6, 9.8, 1.6], [-1.6, -1.8, 0.6], [1.1, -10.9, -4.2], [-0.1, 6.1, -1.4], [0.5, 1.2, 4.4], [-0.7, 1.7, -1.1], [-0.1, -4.0, 0.3], [4.4, 4.7, 3.3], [2.7, 2.0, 1.5], [1.2, 3.4, 0.2], [-11.0, -10.8, 3.0], [-5.2, 5.0, -0.8], [0.4, -0.7, 0.9], [-1.6, 9.6, -1.1], [8.8, -6.3, 7.0], [3.4, 6.1, -3.2], [-4.4, -6.6, 0.6], [1.5, 0.5, 2.2], [-6.3, -2.1, -2.2], [1.9, -0.3, -0.2], [0.5, 0.7, 1.3], [-7.0, 0.2, -0.6], [-1.4, 0.8, -2.8], [1.3, -2.9, -2.1], [1.3, -0.5, 0.9], [3.1, -3.4, 3.7]], "mulliken_charge": [-0.71, -0.21, 1.17, -0.03, -0.30, 0.59, -0.54, -0.82, 0.35, 0.39, -0.86, 0.32, 0.41, -0.59, -0.39, 0.46, 0.54, 0.52, -0.24, 0.33, -0.06, -0.73, 0.36, -0.41, -1.11, -1.43, 0.79, 0.42, -0.66, 0.26, 0.45, 0.52, 0.24, 0.23, 0.34, 0.42]}



# 2
{"formula": "C14H16N4O2S", "method": "ωB97M-V with the def2-TZVPD basis set", "charge": 0, "e_above_lowest_ev": 0.000, "homo_energy_ev": -8.1090, "total_energy_ev": -35669.0197, "mol_weight_g_mol": 304.37, "gap_ev": 8.2, "lumo_energy_ev": 0.101, "symbols": ["C", "C", "O", "C", "C", "H", "H", "C", "N", "C", "N", "N", "C", "S", "N", "C", "C", "C", "C", "C", "C", "C", "O", "H", "H", "H", "H", "H", "H", "H", "H", "H", "H", "H", "H", "H", "H"], "coordinates": [[-1.11021, 4.08462, -0.96561], [-0.45752, 4.15746, -2.34494], [0.48946, 3.14044, -2.57924], [-0.05340, 1.86587, -2.83385], [1.10558, 0.90222, -3.06356], [0.73377, -0.04281, -3.45948], [1.77841, 1.34731, -3.79614], [1.90047, 0.64482, -1.78336], [1.14894, -0.17002, -0.83692], [0.61011, 0.41173, 0.26190], [0.72227, 1.65810, 0.60782], [0.02247, 1.75563, 1.76906], [-0.52599, 0.58127, 2.16114], [-1.43203, 0.36378, 3.51002], [-0.14139, -0.31298, 1.17114], [-0.35989, -1.67411, 1.01242], [-1.10925, -2.43194, 1.90670], [-1.27278, -3.78516, 1.68281], [-0.70008, -4.39903, 0.57637], [0.04082, -3.65039, -0.31343], [0.22097, -2.28285, -0.10995], [1.01540, -1.52741, -1.09112], [1.53289, -2.02358, -2.06823], [0.49952, -4.09342, -1.18414], [-0.83430, -5.45701, 0.41343], [-1.85408, -4.36645, 2.38198], [-1.55302, -1.95866, 2.76669], [-0.04807, 2.63073, 2.26022], [2.81278, 0.09625, -2.02843], [2.13623, 1.58941, -1.29549], [-0.67055, 1.52324, -1.99085], [-0.69556, 1.90415, -3.72888], [0.11186, 5.08678, -2.43048], [-1.22874, 4.14430, -3.13044], [-1.67730, 4.99277, -0.78181], [-0.33608, 3.98294, -0.20989], [-1.78652, 3.23621, -0.89128]], "forces_ev_per_angstrom": [[0.2, -0.1, -0.3], [-0.1, 0.2, 0.2], [0.2, -0.2, 0.0], [0.0, -0.2, -0.2], [-0.2, 0.3, 0.3], [0.0, 0.0, 0.0], [0.0, 0.0, -0.1], [0.2, 0.1, -0.5], [0.1, -0.3, -0.3], [-0.2, 0.7, 0.8], [0.5, -0.1, -0.8], [-0.2, -1.0, -0.1], [0.0, 0.5, 0.2], [-0.4, 0.0, 0.6], [0.3, 1.1, -0.1], [-0.1, -0.9, -0.2], [-0.1, 0.1, 0.1], [0.1, 0.0, -0.2], [0.0, 0.0, 0.0], [0.0, 0.2, 0.0], [-0.3, -0.2, 0.3], [0.1, 0.1, 0.0], [0.0, 0.0, 0.0], [0.0, 0.0, -0.1], [0.0, -0.1, 0.0], [-0.1, 0.0, 0.1], [0.0, 0.0, 0.0], [-0.1, -0.1, 0.0], [-0.1, 0.1, 0.1], [0.1, -0.1, 0.0], [0.0, 0.0, -0.1], [0.0, 0.0, 0.1], [-0.1, 0.0, 0.0], [0.1, 0.0, 0.0], [-0.1, 0.1, 0.0], [0.0, 0.0, 0.1], [-0.1, -0.1, 0.1]], "mulliken_charge": [-0.99, -0.32, -0.35, -0.41, -0.81, 0.47, 0.40, -1.24, 0.05, 0.58, -0.55, 0.02, 0.17, -0.49, 0.15, 0.80, -0.66, -0.56, -0.69, -0.51, 0.23, 0.57, -0.67, 0.48, 0.41, 0.42, 0.24, 0.18, 0.38, 0.57, 0.18, 0.46, 0.31, 0.33, 0.45, 0.15, 0.27]}



# 3
{"formula": "C14H16O", "method": "ωB97M-V with the def2-TZVPD basis set", "charge": 0, "e_above_lowest_ev": 0.629, "homo_energy_ev": -8.3216, "total_energy_ev": -16824.6058, "mol_weight_g_mol": 200.28, "gap_ev": 9.1, "lumo_energy_ev": 0.807, "symbols": ["C", "C", "C", "C", "C", "C", "C", "H", "H", "H", "H", "H", "H", "H", "H", "C", "C", "C", "C", "C", "C", "C", "O", "H", "H", "H", "H", "H", "H", "H", "H"], "coordinates": [[-2.69761, -1.65063, -0.42440], [-2.12919, 0.81422, -0.55242], [-2.58480, -0.33548, -1.18112], [-2.00314, 1.94399, -1.35424], [-2.21340, 1.94121, -2.71752], [-2.94377, -0.35826, -2.52662], [-2.70490, 0.78125, -3.30730], [-1.82773, 0.87252, 0.48198], [-1.80128, 2.86383, -0.81274], [-1.72331, -1.99658, -0.07365], [-2.99406, -2.46561, -1.09159], [-1.98114, 2.86579, -3.22354], [-3.37624, -1.22437, -3.00206], [-2.89749, 0.70071, -4.36842], [-3.42493, -1.64877, 0.38726], [1.85522, 1.91173, -0.30348], [1.04562, -0.21377, 0.69261], [2.09533, 0.66702, 0.49120], [1.10208, -1.30342, 1.55440], [2.19501, -1.38778, 2.39198], [3.28434, 0.38781, 1.19342], [3.32196, -0.60642, 2.16525], [2.34409, -2.29575, 3.42062], [0.10036, -0.06996, 0.18332], [0.33400, -2.06622, 1.58745], [1.57583, 1.60031, -1.31446], [2.67576, 2.61718, -0.44303], [4.19683, 0.92171, 0.95947], [1.49370, -2.74703, 3.61828], [4.20410, -0.77473, 2.76506], [1.10583, 2.53004, 0.18893]], "forces_ev_per_angstrom": [[0.1, -0.4, -0.4], [-0.2, 0.3, -1.4], [-0.4, -1.8, 0.7], [0.0, 0.4, 1.3], [-0.1, -0.2, 0.2], [0.6, 1.6, -0.2], [0.0, -0.4, 0.1], [-0.3, -0.2, 0.2], [0.4, 0.1, -0.4], [0.0, 0.3, 0.4], [-0.2, 0.2, -0.1], [-0.3, -0.1, -0.5], [0.1, -0.2, 0.2], [0.0, 0.3, -0.1], [0.2, 0.2, 0.2], [0.2, 0.1, -0.7], [-0.6, -0.3, -0.3], [0.6, -0.1, 1.1], [0.3, 0.2, 0.3], [0.9, -0.7, 0.4], [-0.3, -0.2, -0.1], [-0.2, 0.6, -0.5], [-1.1, -0.4, 0.0], [0.2, 0.1, -0.3], [-0.2, 0.2, 0.1], [-0.5, 0.4, 0.1], [0.5, -0.5, 0.3], [-0.1, 0.3, 0.2], [0.8, 0.5, -0.3], [0.1, 0.0, 0.0], [-0.4, -0.2, -0.3]], "mulliken_charge": [-1.20, -0.72, 1.16, -0.15, -0.80, -0.70, -0.32, 0.53, 0.38, 0.11, 0.36, 0.41, 0.34, 0.36, 0.32, -1.23, 0.33, -0.13, -0.76, 0.72, -0.36, -0.62, -0.54, 0.25, 0.30, 0.31, 0.37, 0.35, 0.30, 0.39, 0.26]}



Copy entry 1 word for word.
{"formula": "C14H16N2O3S", "method": "ωB97M-V with the def2-TZVPD basis set", "charge": 0, "e_above_lowest_ev": 12.036, "homo_energy_ev": -7.6652, "total_energy_ev": -34725.3658, "mol_weight_g_mol": 292.36, "gap_ev": 7.9, "lumo_energy_ev": 0.205, "symbols": ["N", "C", "C", "C", "N", "C", "O", "C", "H", "H", "C", "H", "C", "O", "O", "H", "H", "H", "S", "C", "C", "C", "H", "C", "C", "C", "H", "H", "C", "H", "H", "H", "H", "H", "H", "H"], "coordinates": [[1.27898, 2.31674, 1.66251], [0.34537, 1.65887, 1.29651], [-0.58200, 0.70989, 0.62730], [-0.18805, 0.31852, -0.59535], [0.88687, 0.91420, -1.34129], [1.48509, -0.03181, -2.40313], [0.96596, -1.04759, -2.77574], [2.70801, 0.52539, -3.02860], [2.93047, 0.09165, -4.02594], [2.73057, 1.55021, -2.95482], [3.83845, -0.16925, -2.16272], [4.82601, 0.38265, -2.49698], [3.64146, 0.58845, -0.45535], [3.64060, -0.41139, 0.35440], [3.40447, 1.83571, -0.50162], [3.40961, 1.91245, 0.51970], [3.92791, -1.09963, -1.82503], [1.52753, 1.45783, -1.02842], [-1.40052, -0.94349, -1.18758], [-2.06512, -0.87666, 0.38639], [-1.55226, 0.23918, 1.16095], [-1.91428, 0.38188, 2.52016], [-1.73323, 1.45972, 2.71181], [-3.46216, 0.29342, 2.70638], [-4.22115, -0.86407, 2.73053], [-3.50395, -2.05909, 2.11595], [-3.96606, -2.85058, 2.31978], [-2.51802, -2.34084, 2.35446], [-3.18059, -1.69596, 0.66440], [-4.21315, -1.17979, 0.38317], [-3.25741, -2.55491, -0.09360], [-5.16938, -0.85738, 2.75417], [-3.93084, -1.26284, 4.00793], [-3.85207, 1.18800, 3.59450], [-3.96073, 0.87967, 1.81720], [-1.66373, -0.24177, 3.22153]], "forces_ev_per_angstrom": [[-4.1, -2.7, -1.5], [3.8, 2.1, 0.8], [12.5, 7.9, -4.2], [0.8, -0.5, -3.5], [-5.6, -8.8, -5.3], [-2.0, 2.0, 0.3], [-0.3, 0.2, 0.8], [1.5, -4.8, 0.5], [-1.0, 0.7, 0.3], [0.5, 2.3, 0.0], [1.6, 9.8, 1.6], [-1.6, -1.8, 0.6], [1.1, -10.9, -4.2], [-0.1, 6.1, -1.4], [0.5, 1.2, 4.4], [-0.7, 1.7, -1.1], [-0.1, -4.0, 0.3], [4.4, 4.7, 3.3], [2.7, 2.0, 1.5], [1.2, 3.4, 0.2], [-11.0, -10.8, 3.0], [-5.2, 5.0, -0.8], [0.4, -0.7, 0.9], [-1.6, 9.6, -1.1], [8.8, -6.3, 7.0], [3.4, 6.1, -3.2], [-4.4, -6.6, 0.6], [1.5, 0.5, 2.2], [-6.3, -2.1, -2.2], [1.9, -0.3, -0.2], [0.5, 0.7, 1.3], [-7.0, 0.2, -0.6], [-1.4, 0.8, -2.8], [1.3, -2.9, -2.1], [1.3, -0.5, 0.9], [3.1, -3.4, 3.7]], "mulliken_charge": [-0.71, -0.21, 1.17, -0.03, -0.30, 0.59, -0.54, -0.82, 0.35, 0.39, -0.86, 0.32, 0.41, -0.59, -0.39, 0.46, 0.54, 0.52, -0.24, 0.33, -0.06, -0.73, 0.36, -0.41, -1.11, -1.43, 0.79, 0.42, -0.66, 0.26, 0.45, 0.52, 0.24, 0.23, 0.34, 0.42]}